Computed, not measured: an isolated molecule of C2H5O at a distorted geometry, with ωB97M-V/def2-TZVPD.

Each line ends with the Mulliken charge.
Cartesian coordinates (Å):
H (-0.543, 1.114, 1.507)  0.274
C (0.192, 0.456, 1.090)  -0.828
C (-0.105, -0.155, -0.256)  -0.046
H (0.576, -0.178, 1.860)  0.277
H (0.329, -1.141, -0.066)  0.258
H (-1.012, 0.411, -0.487)  0.258
H (0.081, -0.518, -2.185)  0.356
O (0.483, 0.011, -1.463)  -0.549

## Properties
Highest occupied orbital energy (alpha / beta) (eV): -8.55 / -10.05
LUMO level (alpha / beta) (eV): 1.0 / -0.3
Multiplicity: 2
Energy above the lowest of the compared OMol25 structures with the same formula, charge and spin (eV): 1.937
<S²>: 0.7547

Computed, not measured: an isolated molecule of C8H9ClN2O3 at a distorted geometry, with ωB97M-V/def2-TZVPD.

Each line ends with the Mulliken charge.
Cartesian coordinates (Å):
C (-0.312, -1.182, -0.712)  -0.658
C (-0.102, -0.836, 0.770)  0.057
C (-2.322, 0.068, -0.957)  -0.157
C (-1.355, -0.771, -1.480)  0.365
C (2.091, -0.390, 0.014)  0.784
C (-0.748, 0.551, 1.007)  -0.630
C (-2.009, 0.680, 0.196)  -0.266
C (3.545, -0.242, 0.434)  -1.175
N (1.506, 0.070, -1.014)  -0.559
N (-2.880, 1.681, 0.757)  1.037
O (-2.580, 2.091, 1.850)  -0.643
O (1.339, -0.868, 0.993)  -0.405
O (-3.809, 1.977, 0.032)  -0.638
Cl (-1.451, -1.334, -3.123)  -0.233
H (0.282, -1.943, -1.134)  0.452
H (-0.644, -1.601, 1.352)  0.380
H (-3.252, 0.279, -1.531)  0.448
H (-1.007, 0.827, 2.066)  0.379
H (-0.059, 1.072, 0.439)  0.276
H (4.039, 0.575, 0.012)  0.410
H (3.512, -0.124, 1.512)  0.314
H (4.126, -1.126, 0.201)  0.276
H (2.090, 0.547, -1.684)  0.183

## Properties
Highest occupied orbital energy (eV): -8.04
LUMO level (eV): -0.5
Energy above the lowest of the compared OMol25 structures with the same formula, charge and spin (eV): 2.919